60
Properties=species:S:1:pos:R:3:forces:R:3 method="wB97M-V/def2-TZVPD" orbital_gap_ev="7.12 / 5.96" s2=6.06 molar_mass_g_mol=654.5 e_above_lowest_kcal_mol=1.2 charge=+1 multiplicity=5
Ru -17.173260 -4.807839 5.627906 -1.1 -1.0 0.4
Cl -15.737633 -5.607303 12.224689 0.1 -0.2 0.2
C -16.225462 -5.987936 10.634555 -0.2 -0.2 -0.4
C -15.653798 -5.296125 9.600425 0.1 1.1 -0.1
C -16.205860 -5.290198 8.284607 -0.2 -0.6 0.3
N -15.874039 -4.536404 7.173608 0.6 0.6 1.8
C -15.013191 -3.422493 7.400559 0.6 1.5 2.2
O -14.944370 -2.787417 8.483426 -0.7 -2.0 -2.8
C -14.048938 -2.998477 6.316814 0.4 1.2 0.1
C -13.470726 -1.701251 6.418888 -1.0 -0.9 0.7
C -12.464758 -1.349914 5.569137 1.1 -0.8 -2.1
C -11.940083 -2.342047 4.688641 -1.5 -0.5 0.1
C -12.598610 -3.595195 4.663945 0.8 0.7 0.0
N -13.665128 -3.867866 5.402604 -0.2 -0.7 0.7
C -17.257473 -6.270511 8.092565 1.1 0.3 0.7
C -17.710981 -7.102805 9.109950 -0.5 -0.5 -0.2
C -17.251040 -6.955361 10.384038 0.2 0.3 0.5
Cl -17.927498 -7.910490 11.645622 0.3 0.3 -0.3
N -17.725132 -6.268538 6.844348 -1.0 -0.6 -1.8
C -18.506753 -7.274736 6.289127 0.7 -1.1 2.9
O -18.713486 -8.359186 6.819301 0.1 0.6 -0.7
C -19.140983 -6.903466 5.056227 0.3 1.1 -2.1
C -20.004911 -7.766954 4.428726 -0.7 0.9 -1.0
C -20.689239 -7.309454 3.305220 0.8 1.0 0.2
C -20.407902 -6.031904 2.779153 -0.5 -1.2 0.3
C -19.503743 -5.248594 3.443878 1.8 0.3 0.6
N -18.798392 -5.693459 4.540466 -1.6 0.5 -0.9
H -14.879487 -4.598176 9.883147 0.0 0.0 -0.2
H -13.838471 -1.030694 7.185329 0.0 0.0 -0.1
H -12.091248 -0.338638 5.440207 0.0 -0.1 0.6
H -11.184038 -2.159975 3.924191 0.0 0.2 0.6
H -12.240870 -4.451773 4.083939 -0.1 0.6 -0.2
H -18.444273 -7.862720 8.865381 0.1 0.2 0.2
H -20.145486 -8.745234 4.804021 -0.2 -0.7 0.5
H -21.451542 -7.890778 2.851390 -0.4 -0.6 -0.4
H -20.882085 -5.716019 1.851913 0.0 0.2 0.4
H -19.251578 -4.245882 3.064431 0.0 -0.6 0.4
C -14.593956 -6.081428 1.123390 -0.5 -0.2 -0.7
C -15.182862 -6.715824 2.207788 0.1 -0.1 1.0
C -15.608177 -5.936468 3.286816 -1.3 0.3 -0.4
C -15.772011 -4.533930 3.171695 1.7 0.4 -0.5
C -15.028429 -3.910825 2.121453 -1.3 -0.4 0.0
C -14.564058 -4.686106 1.061105 0.5 0.9 -0.3
N -16.489661 -3.792044 4.114353 1.2 -0.6 0.0
C -16.896078 -2.485604 3.885030 0.4 0.9 -0.7
C -17.389419 -2.162310 2.611624 -0.6 0.4 0.1
C -17.864840 -0.891042 2.342570 0.3 0.5 -1.0
C -17.678514 0.189097 3.232863 0.1 -2.0 0.0
C -17.116929 -0.128204 4.468108 -0.6 -0.8 0.4
C -16.792982 -1.454709 4.841682 -0.3 0.5 -0.7
H -14.246707 -6.692475 0.288504 -0.1 0.3 0.1
H -15.367936 -7.809326 2.247587 0.6 0.9 0.0
H -15.997566 -6.424726 4.170864 -0.2 -0.3 0.1
H -14.975901 -2.824033 2.127030 0.1 -0.2 -0.3
H -14.219606 -4.144263 0.144502 0.1 -0.7 1.0
H -17.482605 -2.926370 1.842410 0.0 0.1 0.2
H -18.302127 -0.759876 1.332823 0.2 0.3 0.8
H -18.035568 1.160878 2.972643 0.0 0.5 0.0
H -17.081119 0.604049 5.257015 0.3 0.3 0.0
H -16.470870 -1.616522 5.866679 0.1 -0.2 -0.3

=====

81
Properties=species:S:1:pos:R:3:forces:R:3 method="wB97M-V/def2-TZVPD" orbital_gap_ev="3.17 / 3.17" molar_mass_g_mol=1035.0 e_above_lowest_kcal_mol=47.6 charge=-2
Ti 0.885999 1.284195 1.443260 -1.0 3.7 -2.3
N 3.338099 1.509395 -2.208840 0.1 -0.1 -0.5
C 2.757499 1.797995 -0.995640 -0.4 0.8 0.8
S 3.487199 1.186595 0.426660 0.6 -0.4 0.2
N 1.742899 2.623695 -0.966140 0.6 -0.4 -1.5
N 1.189699 2.784395 0.269460 0.5 -1.1 1.1
C 0.830999 4.019095 0.625060 -0.6 1.7 0.3
C 0.063799 4.161895 1.786260 0.4 -0.1 -1.2
C -0.164301 5.387595 2.464660 -0.4 0.2 0.3
C -0.906801 5.391495 3.613860 0.3 0.1 -0.5
C -1.446501 4.185695 4.083960 -0.3 -0.5 0.0
C -1.189801 3.030495 3.365560 -0.7 0.3 0.5
N -0.470701 2.988995 2.259360 0.4 -0.1 -0.1
H 3.921699 0.686595 -2.185940 -0.1 0.1 0.0
H 2.721899 1.588195 -3.005540 0.0 0.0 0.0
H 1.164499 4.865095 0.030160 0.0 -0.1 0.1
H 0.278699 6.293795 2.073460 0.0 0.0 0.0
H -1.074201 6.310795 4.159960 0.0 0.1 0.0
H -2.032201 4.153395 4.989660 0.0 -0.1 0.1
H -1.614401 2.089695 3.688560 0.1 -0.1 0.1
F 4.311799 2.835795 4.902060 -0.2 0.0 0.0
C 3.770499 1.665395 4.507760 0.2 0.2 0.0
F 4.370699 1.336895 3.374660 -0.2 -0.1 0.0
F 4.105599 0.767095 5.438360 -0.3 -0.2 0.1
S 1.882299 1.883195 4.345260 1.5 1.4 1.1
O 1.766199 2.186295 2.918860 0.9 0.4 1.3
O 1.656299 3.016095 5.190860 0.0 -0.2 0.1
N 1.156899 0.636495 4.889460 0.3 -0.3 -0.4
S 0.581499 -0.447305 3.819060 -2.6 -0.2 3.3
O 0.674699 -1.879505 3.910760 0.8 -0.5 -0.2
O -0.202201 0.188595 2.735960 -0.4 -0.2 -0.1
C -1.001301 -0.531705 5.003360 -0.2 0.0 -0.1
F -1.999101 -1.212805 4.377060 0.1 0.0 -0.2
F -1.594401 0.618595 5.424560 0.4 0.0 -0.3
F -0.746301 -1.222205 6.132960 0.2 0.0 0.0
O 3.261499 -4.441705 0.724060 -0.7 1.4 0.2
C 2.795699 -3.337705 0.972660 1.3 -1.9 0.3
C 1.839899 -2.563905 0.136960 -1.5 0.2 -1.7
O 1.281499 -2.962405 -0.895340 0.9 0.5 1.6
C 1.662099 -1.270005 0.817560 0.2 0.7 0.1
C 2.354199 -1.282805 2.032760 -0.7 0.5 0.0
O 2.191899 -0.281205 2.932660 0.3 -1.6 -1.3
C 3.100299 -2.510405 2.215960 0.7 -0.3 0.8
O 3.827199 -2.860205 3.131960 -0.6 0.3 -0.7
O 0.991299 -0.234205 0.392360 0.7 -3.9 -1.2
Cl -4.265001 -5.690805 -3.116440 0.0 -0.2 0.0
C -3.483101 -4.157705 -3.291140 0.3 0.7 -0.2
C -3.204601 -3.378505 -2.169440 -0.3 -0.7 -0.4
C -2.612101 -2.149205 -2.332140 0.3 0.5 -0.8
C -2.288701 -1.633605 -3.603140 -0.5 -0.7 0.2
C -1.749901 -0.241705 -3.790540 0.0 0.7 -0.1
C -2.551501 0.834495 -2.992740 0.4 -0.2 -0.6
N -2.197801 0.920095 -1.605440 0.0 0.0 0.1
C -2.964601 0.550195 -0.534340 -0.4 -0.1 0.7
C -2.207401 0.768095 0.580460 -0.4 -0.1 -0.2
N -0.997701 1.262095 0.204260 -0.4 -0.5 -0.2
C -1.020601 1.346595 -1.107540 0.5 0.3 0.2
O -0.364501 -0.040905 -3.539540 -0.4 0.0 -0.2
C 0.348799 -1.077205 -2.880440 0.1 0.0 0.2
C 0.489599 -2.299505 -3.738440 0.4 0.2 -0.5
C 1.025199 -2.282105 -4.994440 -0.2 -0.6 0.1
Cl 1.629599 -0.914205 -5.819240 0.1 0.1 -0.2
S 1.023199 -3.846305 -5.754440 -0.1 0.4 0.5
C 0.290499 -4.529305 -4.345140 0.2 0.1 -0.3
C 0.074799 -3.607905 -3.379440 0.2 -0.4 -0.1
C -2.568201 -2.466305 -4.703040 0.2 0.7 0.6
Cl -2.159601 -1.966405 -6.308440 0.0 0.0 -0.3
C -3.140801 -3.708805 -4.567240 -0.4 -0.6 0.7
H -3.443401 -3.744305 -1.182640 0.0 0.0 0.1
H -2.373601 -1.580705 -1.450540 0.0 0.1 0.1
H -1.885501 0.023395 -4.851340 -0.1 -0.1 0.3
H -3.619101 0.619695 -3.074440 0.1 0.1 0.0
H -2.333601 1.797695 -3.462940 -0.1 -0.1 0.0
H -3.955601 0.161295 -0.651540 -0.2 0.0 -0.1
H -2.438701 0.601795 1.615960 -0.1 -0.1 0.1
H -0.216701 1.717895 -1.720740 0.1 0.0 0.1
H -0.097301 -1.346205 -1.921840 0.1 0.1 0.0
H 1.329699 -0.637705 -2.677440 -0.1 -0.1 0.1
H 0.076599 -5.579005 -4.334340 -0.1 -0.2 0.1
H -0.350201 -3.829205 -2.420640 0.0 -0.1 0.2
H -3.321001 -4.331205 -5.429940 0.0 0.0 -0.1

=====

72
Properties=species:S:1:pos:R:3:forces:R:3 method="wB97M-V/def2-TZVPD" orbital_gap_ev=8.11 molar_mass_g_mol=865.7 charge=-1
Ti 0.418859 0.091996 0.886576 0.0 0.9 -0.8
C 5.777380 -4.205912 4.408590 0.0 0.1 0.0
C 4.611883 -3.260649 4.323669 0.0 0.1 0.0
C 3.314051 -3.726612 4.150018 0.0 0.0 0.0
C 2.248256 -2.847356 4.054871 0.0 0.0 0.0
C 2.479798 -1.483873 4.132980 0.0 -0.1 -0.2
C 3.768395 -0.992946 4.289677 -0.1 0.0 0.0
C 4.823493 -1.883921 4.390671 0.0 -0.1 0.0
S 1.102970 -0.375461 4.060931 0.3 0.1 0.1
O 0.267159 -0.675864 5.197813 -0.1 0.0 0.0
O 1.668631 0.953208 3.988582 0.0 0.0 -0.1
N 0.320230 -0.721080 2.694437 -0.4 -0.2 0.9
C -1.002068 -1.353029 2.825473 0.2 0.2 0.1
C -2.009465 -0.501254 2.060144 0.0 0.0 0.2
O -3.199378 -0.653520 2.148952 0.0 0.0 -0.1
O -1.412228 0.395701 1.281913 -0.4 0.1 0.1
H 5.450788 -5.244569 4.367075 0.0 0.0 0.0
H 6.330395 -4.052455 5.337323 0.0 0.0 0.0
H 6.461423 -4.017802 3.580452 0.0 0.0 0.0
H 3.136753 -4.793229 4.078808 0.0 0.0 0.0
H 1.237608 -3.213516 3.921221 0.0 0.0 0.0
H 3.921919 0.076841 4.326200 0.0 0.0 0.0
H 5.834709 -1.511001 4.492978 0.0 0.0 0.0
H -1.305306 -1.435301 3.866003 -0.1 0.0 0.0
H -0.999214 -2.345631 2.369267 0.0 0.0 0.0
Cl 0.410157 3.687599 -5.930092 0.0 0.0 0.0
C 0.422151 2.862143 -4.415888 0.0 0.0 0.0
C -0.602061 3.065159 -3.494874 0.0 0.0 0.0
Cl -1.894801 4.137917 -3.875760 0.0 0.0 0.0
C -0.596249 2.402044 -2.272513 -0.1 0.0 0.0
Cl -1.876981 2.608207 -1.147917 0.0 0.0 0.1
C 0.438081 1.518221 -1.940663 0.3 -0.2 -0.1
O 0.470827 0.861636 -0.814504 -0.2 0.4 -0.5
C 1.470180 1.334182 -2.878276 0.1 0.0 0.0
Cl 2.764104 0.286824 -2.439415 0.0 0.0 0.0
C 1.461376 1.990506 -4.100269 0.0 0.0 0.0
Cl 2.738148 1.724784 -5.225094 0.0 0.0 0.0
O -1.778239 -0.903649 -1.953285 0.0 0.0 0.0
C -0.948820 -1.659469 -2.697420 0.0 0.0 0.0
C -1.279663 -1.780418 -4.049240 0.0 0.0 -0.1
C -0.503121 -2.542287 -4.896349 0.0 0.0 0.0
C 0.624233 -3.207843 -4.418200 0.0 0.0 0.0
C 0.962607 -3.077116 -3.087974 0.0 0.0 -0.1
C 0.199190 -2.304727 -2.210217 -0.1 0.1 0.1
C 0.708141 -2.169617 -0.813303 0.0 -0.3 0.0
O 1.766835 -2.633705 -0.467802 -0.1 -0.1 0.0
O -0.100879 -1.507494 0.034508 0.3 -0.5 -0.2
H -1.479508 -0.926411 -1.027609 0.0 0.0 0.0
H -2.159901 -1.260158 -4.403965 0.0 0.0 0.0
H -0.779079 -2.622051 -5.940759 0.0 0.0 0.0
H 1.232453 -3.807065 -5.082321 0.0 0.0 0.0
H 1.847588 -3.551816 -2.685839 0.0 0.0 0.0
N 6.694400 -1.814749 1.523809 0.0 -0.1 0.1
C 5.674668 -1.425873 1.136938 -0.1 0.0 0.3
N 4.594138 -0.960366 0.585727 -0.1 -0.1 -0.5
C 3.450807 -0.568987 0.868152 0.2 0.4 0.1
N 2.389465 -0.062611 0.965358 0.5 -0.5 0.3
N 2.880152 4.942823 5.017095 -0.1 0.0 0.0
C 2.886795 5.310659 3.708881 0.0 0.0 0.0
O 3.449418 6.300629 3.288865 0.0 0.0 0.0
C 2.135779 4.352829 2.829189 0.1 0.0 -0.1
C 0.858626 3.939555 3.154244 0.0 -0.1 0.0
C 0.287843 2.925806 2.406517 -0.3 0.0 -0.1
N 0.899767 2.353641 1.374951 0.0 -0.3 0.5
C 2.098090 2.824921 1.006391 -0.1 0.0 -0.1
C 2.749765 3.820527 1.700150 0.0 0.1 0.1
H 3.415050 5.487405 5.671203 0.0 0.0 0.0
H 2.509233 4.050532 5.297355 0.1 0.0 0.0
H 0.332523 4.342618 4.008578 0.0 0.0 0.0
H -0.694131 2.538651 2.650634 0.0 -0.1 0.0
H 2.544678 2.364972 0.134149 0.0 -0.1 0.1
H 3.731523 4.155268 1.395858 0.0 0.0 0.0

=====

Record-wise strongest force on any atom values, in hartree/bohr: 0.0679, 0.0875, 0.0242
Record-wise calculated total energy values, in Eh: -2594.48139, -6712.98873, -5709.88958